{
  "formula": "C29H48BrNNiOP2",
  "method": "the ωB97M-V functional and the def2-TZVPD basis",
  "symbols": ["N", "C", "C", "C", "C", "C", "C", "Ni", "P", "C", "C", "C", "C", "C", "C", "C", "Br", "H", "H", "H", "H", "H", "H", "H", "H", "H", "H", "P", "C", "C", "H", "H", "H", "H", "H", "C", "C", "H", "H", "H", "H", "H", "C", "C", "H", "H", "H", "H", "H", "C", "C", "H", "H", "H", "H", "H", "C", "C", "H", "H", "H", "H", "H", "C", "C", "H", "H", "H", "H", "H", "C", "C", "C", "O", "C", "H", "H", "H", "H", "H", "H", "H", "H"],
  "positions_angstrom": [[5.42, -9.13, -0.60], [4.34, -9.07, 0.19], [3.54, -7.92, 0.27], [3.85, -6.83, -0.56], [4.98, -6.91, -1.39], [5.74, -8.09, -1.37], [3.01, -5.65, -0.58], [0.45, 0.25, -1.62], [-2.31, 2.13, -3.69], [3.13, -4.70, -1.54], [2.32, -3.55, -1.50], [2.05, -2.90, -2.72], [1.03, -1.99, -2.78], [0.23, -1.85, -1.58], [0.76, -2.19, -0.28], [1.73, -3.16, -0.27], [-1.57, -1.41, -1.77], [2.21, -5.65, 0.17], [3.74, -4.90, -2.42], [2.66, -7.90, 0.91], [5.26, -6.10, -2.05], [4.09, -9.96, 0.78], [6.62, -8.17, -2.02], [2.63, -3.23, -3.58], [2.02, -3.66, 0.65], [0.75, -1.50, -3.71], [0.36, -1.76, 0.64], [2.09, 1.26, -0.97], [-3.32, 0.63, -3.59], [-4.16, 0.39, -4.85], [-3.99, 0.74, -2.73], [-2.71, -0.24, -3.34], [-4.81, -0.48, -4.74], [-4.79, 1.27, -5.01], [-3.54, 0.24, -5.75], [-0.84, 1.87, -4.72], [-0.66, 2.98, -5.79], [-0.95, 0.89, -5.21], [0.05, 1.78, -4.08], [0.16, 2.73, -6.48], [-1.58, 3.09, -6.38], [-0.42, 3.94, -5.32], [-1.98, 2.82, -2.05], [-3.01, 3.93, -1.73], [-0.96, 3.23, -2.06], [-1.97, 2.04, -1.28], [-2.65, 4.58, -0.93], [-3.15, 4.55, -2.63], [-3.97, 3.52, -1.43], [1.66, 2.52, 0.25], [2.83, 3.34, 0.78], [1.13, 1.98, 1.05], [0.92, 3.16, -0.24], [3.35, 2.83, 1.60], [3.56, 3.57, 0.00], [2.45, 4.29, 1.17], [2.72, 2.01, -2.51], [3.64, 1.10, -3.33], [3.23, 2.95, -2.24], [1.83, 2.29, -3.10], [4.62, 1.00, -2.86], [3.22, 0.10, -3.46], [3.79, 1.52, -4.33], [3.46, 0.28, -0.21], [3.34, -0.13, 1.27], [4.37, 0.89, -0.36], [3.55, -0.63, -0.84], [3.74, -1.15, 1.39], [3.96, 0.52, 1.91], [2.31, -0.13, 1.65], [-2.22, -0.05, 3.50], [-1.24, 0.66, 4.45], [0.10, 0.69, 3.68], [-0.05, 0.03, 2.41], [-1.35, -0.59, 2.36], [-2.79, -0.84, 4.00], [-2.93, 0.68, 3.09], [-1.11, 0.11, 5.39], [-1.58, 1.68, 4.68], [0.42, 1.74, 3.51], [0.90, 0.19, 4.25], [-1.22, -1.68, 2.44], [-1.80, -0.38, 1.37]],
  "charge": 2,
  "homo_energy_ev": [-12.5, -12.6],
  "orbital_gap_ev": [6.94, 3.91],
  "e_tot_ha": -6028.16102,
  "e_above_lowest_kcal_mol": 0.00,
  "spin_multiplicity": 3,
  "s_squared": 2.011
}

{
  "formula": "C7H8AsClN2O6ReS4",
  "method": "the ωB97M-V functional and the def2-TZVPD basis",
  "symbols": ["Re", "S", "As", "S", "S", "S", "O", "Cl", "O", "O", "O", "O", "C", "N", "C", "O", "C", "C", "C", "C", "N", "C", "H", "H", "H", "H", "H", "H", "H", "H"],
  "positions_angstrom": [[0.08, 2.49, 0.86], [-0.06, 7.23, -1.38], [-0.47, 5.20, -0.93], [0.94, 3.33, -0.91], [-1.21, 4.18, 1.07], [-1.57, 6.09, -2.51], [2.12, 1.10, 4.15], [1.28, 0.74, 3.12], [1.32, 2.41, 2.10], [-0.11, 0.76, 3.35], [1.71, -0.15, 2.14], [2.77, -2.86, -2.17], [1.69, -3.75, -2.03], [0.52, -2.93, -1.73], [0.36, -2.45, -0.50], [0.99, -2.72, 0.49], [-0.70, -1.38, -0.25], [-1.95, -1.66, 0.30], [-2.76, -0.63, 0.78], [-2.27, 0.66, 0.79], [-1.05, 0.93, 0.26], [-0.29, -0.06, -0.29], [3.60, -3.36, -2.12], [1.84, -4.45, -1.20], [1.48, -4.30, -2.94], [-0.06, -2.61, -2.49], [-2.30, -2.69, 0.36], [-3.74, -0.82, 1.20], [-2.84, 1.48, 1.22], [0.67, 0.21, -0.73]],
  "charge": 3,
  "homo_energy_ev": -17.7,
  "orbital_gap_ev": 4.22,
  "e_tot_ha": -5198.05383,
  "e_above_lowest_kcal_mol": 55.96
}

{
  "formula": "C15H40F24N8O17P3S6",
  "method": "the ωB97M-V functional and the def2-TZVPD basis",
  "symbols": ["C", "C", "O", "N", "H", "H", "C", "H", "H", "H", "H", "H", "H", "C", "C", "O", "N", "H", "H", "C", "H", "H", "H", "H", "H", "H", "C", "C", "O", "N", "H", "H", "C", "H", "H", "H", "H", "H", "H", "C", "C", "O", "N", "H", "H", "C", "H", "H", "H", "H", "H", "H", "C", "C", "O", "N", "H", "H", "C", "H", "H", "H", "H", "H", "H", "P", "F", "F", "F", "F", "F", "F", "P", "F", "F", "F", "F", "F", "F", "P", "F", "F", "F", "F", "F", "F", "N", "S", "O", "O", "F", "S", "O", "O", "F", "N", "S", "O", "O", "F", "S", "O", "O", "F", "N", "S", "O", "O", "F", "S", "O", "O", "F"],
  "positions_angstrom": [[4.26, 3.75, -2.54], [3.08, 2.89, -2.82], [1.96, 3.24, -2.69], [3.38, 1.53, -3.37], [3.83, 1.51, -4.28], [4.06, 1.05, -2.71], [2.20, 0.60, -3.40], [3.95, 4.79, -2.67], [5.01, 3.67, -3.34], [4.73, 3.64, -1.56], [1.68, 0.73, -2.45], [2.58, -0.42, -3.45], [1.51, 0.77, -4.22], [-4.99, -1.72, -1.09], [-4.27, -0.74, -0.24], [-4.50, -0.39, 0.85], [-3.04, -0.17, -0.92], [-2.36, -0.04, -0.09], [-2.43, -0.71, -1.57], [-3.56, 1.05, -1.59], [-5.72, -2.22, -0.47], [-4.24, -2.39, -1.50], [-5.47, -1.27, -1.97], [-4.09, 0.77, -2.49], [-2.68, 1.56, -1.98], [-4.10, 1.71, -0.92], [-0.17, -5.50, -4.75], [0.15, -5.75, -3.31], [-0.41, -6.48, -2.60], [1.25, -4.88, -2.73], [1.91, -5.56, -2.35], [1.79, -4.51, -3.52], [0.75, -3.83, -1.77], [-1.17, -5.08, -4.79], [-0.26, -6.42, -5.33], [0.56, -4.90, -5.28], [1.66, -3.39, -1.36], [0.05, -4.21, -1.04], [0.32, -3.07, -2.42], [-1.95, 6.41, 1.55], [-1.38, 7.10, 0.35], [-1.78, 8.08, -0.10], [-0.19, 6.37, -0.23], [0.09, 6.79, -1.13], [0.60, 6.61, 0.38], [-0.35, 4.89, -0.51], [-2.14, 5.35, 1.39], [-2.81, 7.02, 1.80], [-1.20, 6.40, 2.35], [0.60, 4.46, -0.82], [-1.09, 4.84, -1.31], [-0.72, 4.37, 0.37], [-0.39, -1.15, 4.61], [-1.84, -1.44, 4.54], [-2.46, -1.95, 5.38], [-2.61, -0.82, 3.41], [-2.07, -0.67, 2.52], [-3.43, -1.39, 3.19], [-3.09, 0.55, 3.84], [0.27, -1.61, 3.85], [-0.01, -1.76, 5.43], [-0.11, -0.10, 4.73], [-2.32, 1.29, 4.05], [-3.60, 0.27, 4.76], [-3.78, 1.00, 3.14], [-2.77, -4.57, 1.24], [-3.39, -5.54, 2.35], [-3.03, -3.33, 2.26], [-1.29, -4.75, 1.83], [-2.27, -3.54, 0.06], [-2.43, -5.82, 0.26], [-4.22, -4.45, 0.52], [-2.27, 4.53, 4.83], [-2.58, 4.82, 6.35], [-1.32, 5.83, 4.68], [-1.03, 3.59, 5.28], [-1.89, 4.10, 3.26], [-3.21, 3.20, 4.87], [-3.49, 5.36, 4.15], [-1.90, -1.21, -4.58], [-1.48, -0.19, -3.39], [-1.62, -0.10, -5.71], [-0.29, -1.60, -4.77], [-2.14, -2.40, -5.67], [-2.09, -2.34, -3.44], [-3.42, -0.72, -4.48], [5.20, 0.16, -1.77], [4.42, -0.20, -0.44], [3.46, 0.80, -0.08], [5.16, -0.80, 0.60], [3.51, -1.35, -1.10], [6.41, 1.16, -1.16], [7.62, 0.50, -0.86], [6.04, 2.21, -0.27], [6.64, 1.95, -2.54], [-1.11, -0.12, 1.13], [0.22, -0.80, 0.59], [1.42, -0.77, 1.30], [0.22, -0.97, -0.84], [-0.24, -2.28, 1.02], [-0.46, 1.46, 1.26], [0.22, 1.96, 0.10], [-0.03, 1.71, 2.57], [-1.84, 2.27, 1.13], [4.50, -3.52, 3.88], [3.75, -2.38, 3.12], [3.28, -2.73, 1.81], [3.96, -1.01, 3.44], [2.28, -2.69, 3.84], [5.67, -3.76, 2.73], [6.58, -2.70, 2.48], [5.26, -4.71, 1.74], [6.53, -4.81, 3.61]],
  "charge": -1,
  "homo_energy_ev": -6.3,
  "orbital_gap_ev": 6.38,
  "e_tot_ha": -8123.21705
}

{
  "formula": "C21H24N3",
  "method": "the ωB97M-V functional and the def2-TZVPD basis",
  "symbols": ["C", "C", "C", "N", "N", "C", "C", "H", "H", "H", "H", "H", "H", "H", "H", "H", "H", "C", "N", "C", "C", "C", "C", "C", "C", "C", "C", "C", "C", "C", "C", "C", "C", "C", "H", "H", "H", "H", "H", "H", "H", "H", "H", "H", "H", "H", "H", "H"],
  "positions_angstrom": [[0.98, 2.52, 4.08], [-0.49, 2.35, 4.53], [-0.93, 0.96, 4.08], [0.06, 0.57, 3.04], [0.29, -0.71, 2.82], [-0.46, -1.72, 3.11], [1.31, 1.37, 3.15], [1.14, 3.48, 3.57], [1.64, 2.48, 4.94], [-0.59, 2.46, 5.61], [-1.13, 3.11, 4.05], [-0.93, 0.23, 4.91], [-1.96, 0.95, 3.67], [-0.16, -2.68, 2.66], [-1.33, -1.69, 3.78], [1.63, 1.69, 2.15], [2.12, 0.73, 3.55], [4.25, -0.91, -1.50], [2.82, -0.72, -1.58], [1.97, -0.74, -0.52], [0.63, -0.60, -0.98], [-0.50, -0.64, -0.17], [-1.84, -0.40, -0.63], [-2.19, 0.73, -1.43], [-3.46, 0.84, -1.99], [-4.41, -0.17, -1.78], [-4.11, -1.25, -0.94], [-2.86, -1.34, -0.33], [0.72, -0.52, -2.44], [-0.22, -0.56, -3.46], [0.22, -0.47, -4.79], [1.59, -0.43, -5.10], [2.55, -0.51, -4.08], [2.09, -0.56, -2.77], [4.69, -0.75, -2.50], [4.69, -0.19, -0.79], [4.50, -1.92, -1.16], [2.31, -0.87, 0.50], [-0.37, -1.06, 0.82], [-1.43, 1.49, -1.60], [-3.70, 1.70, -2.61], [-5.39, -0.10, -2.26], [-4.86, -2.03, -0.75], [-2.61, -2.16, 0.35], [-1.27, -0.67, -3.21], [-0.52, -0.41, -5.59], [1.91, -0.36, -6.14], [3.62, -0.53, -4.27]],
  "charge": 1,
  "homo_energy_ev": -11.1,
  "orbital_gap_ev": 6.40,
  "e_tot_ha": -978.58776,
  "e_above_lowest_kcal_mol": 32.86
}

{
  "formula": "C34H46N10O8S",
  "method": "the ωB97M-V functional and the def2-TZVPD basis",
  "symbols": ["S", "O", "O", "O", "O", "N", "C", "C", "C", "C", "H", "H", "H", "H", "H", "N", "C", "C", "C", "C", "H", "H", "H", "H", "H", "N", "C", "C", "C", "C", "H", "H", "H", "H", "H", "N", "C", "C", "C", "C", "H", "H", "H", "H", "H", "N", "C", "C", "C", "C", "H", "H", "H", "H", "H", "N", "C", "C", "C", "C", "H", "H", "H", "H", "H", "N", "C", "C", "C", "C", "H", "H", "H", "H", "H", "N", "C", "C", "C", "C", "H", "H", "H", "H", "H", "C", "N", "O", "O", "H", "H", "H", "C", "N", "O", "O", "H", "H", "H"],
  "positions_angstrom": [[13.43, 46.89, 8.11], [12.81, 46.59, 6.84], [14.43, 45.90, 8.32], [14.11, 48.16, 8.11], [12.49, 46.79, 9.15], [15.26, 49.76, 9.63], [16.17, 50.66, 9.18], [16.80, 51.17, 10.41], [15.96, 50.80, 11.57], [14.89, 49.83, 11.00], [14.64, 49.10, 9.03], [16.32, 50.66, 7.99], [17.76, 51.93, 10.50], [16.12, 51.20, 12.55], [14.23, 49.39, 11.59], [12.52, 47.37, 11.68], [13.57, 46.82, 12.55], [13.50, 47.48, 13.80], [12.38, 48.45, 13.71], [11.72, 48.26, 12.37], [12.37, 47.08, 10.63], [13.94, 46.07, 12.18], [14.18, 47.11, 14.66], [12.22, 49.16, 14.41], [10.77, 48.77, 11.90], [15.68, 43.86, 7.07], [15.97, 42.62, 7.56], [16.74, 41.89, 6.29], [16.55, 42.86, 5.25], [16.00, 44.05, 5.76], [15.38, 44.68, 7.64], [15.86, 42.46, 8.59], [17.01, 41.00, 6.15], [16.97, 42.80, 4.32], [15.61, 44.93, 5.14], [12.23, 44.99, 4.91], [12.85, 43.77, 5.05], [12.37, 43.06, 3.77], [11.41, 43.95, 2.90], [11.31, 45.21, 3.81], [12.34, 45.62, 5.55], [13.45, 43.38, 5.71], [12.65, 42.06, 3.66], [10.80, 43.75, 2.01], [10.94, 46.14, 3.54], [9.94, 46.11, 9.19], [9.06, 46.36, 8.00], [7.72, 45.70, 8.41], [7.87, 45.16, 9.78], [9.31, 45.56, 10.31], [11.15, 46.32, 9.29], [9.59, 46.84, 7.19], [6.90, 45.64, 7.72], [7.19, 44.55, 10.24], [9.76, 45.52, 11.28], [16.51, 45.53, 9.85], [17.49, 46.62, 9.88], [18.59, 46.16, 10.82], [18.19, 44.69, 11.30], [16.84, 44.50, 10.70], [15.59, 45.52, 9.21], [17.10, 47.47, 9.43], [19.50, 46.74, 10.98], [18.66, 43.99, 12.02], [16.13, 43.86, 10.94], [11.83, 48.59, 5.43], [12.66, 49.60, 5.13], [11.91, 50.66, 4.41], [10.51, 50.20, 4.18], [10.51, 48.75, 4.81], [12.09, 47.76, 6.19], [13.64, 49.51, 5.38], [12.47, 51.59, 3.94], [9.82, 50.77, 3.61], [9.80, 48.07, 4.67], [16.01, 48.52, 6.40], [16.96, 47.49, 6.16], [17.64, 47.95, 4.90], [17.09, 49.30, 4.44], [16.01, 49.63, 5.56], [15.27, 48.44, 7.24], [16.98, 46.57, 6.66], [18.11, 47.26, 4.24], [17.34, 49.84, 3.67], [15.32, 50.51, 5.40], [11.80, 50.27, 8.86], [10.77, 51.26, 9.35], [10.58, 52.25, 8.64], [10.52, 51.30, 10.54], [12.57, 50.55, 9.41], [11.56, 50.17, 7.71], [11.41, 49.40, 9.31], [12.45, 43.37, 9.00], [12.49, 41.84, 9.06], [11.44, 41.29, 8.78], [13.57, 41.33, 9.16], [12.69, 43.66, 8.08], [13.31, 43.55, 9.72], [11.59, 43.69, 9.45]],
  "charge": -2,
  "homo_energy_ev": -3.3,
  "orbital_gap_ev": 7.49,
  "e_tot_ha": -2870.06364,
  "e_above_lowest_kcal_mol": 99.37
}

{
  "formula": "C46H52F5N5O3SSeSiTeTi",
  "method": "the ωB97M-V functional and the def2-TZVPD basis",
  "symbols": ["Ti", "C", "C", "C", "C", "C", "C", "C", "S", "O", "O", "N", "C", "C", "C", "C", "C", "N", "H", "H", "H", "H", "H", "H", "H", "H", "H", "H", "H", "C", "C", "C", "C", "C", "C", "C", "C", "N", "C", "C", "C", "C", "N", "C", "C", "C", "C", "C", "C", "C", "C", "H", "H", "H", "H", "H", "H", "H", "H", "H", "H", "H", "H", "H", "H", "H", "H", "H", "H", "H", "H", "H", "H", "H", "H", "C", "C", "C", "C", "N", "C", "C", "C", "C", "C", "C", "C", "H", "H", "H", "H", "H", "H", "H", "H", "F", "Te", "F", "F", "F", "F", "O", "C", "Si", "C", "C", "Se", "H", "H", "H", "H", "H", "H", "H", "H", "H"],
  "positions_angstrom": [[15.10, 10.33, 12.56], [22.80, 14.82, 12.47], [21.95, 13.78, 11.89], [21.40, 12.81, 12.73], [20.65, 11.68, 12.25], [20.40, 11.56, 10.84], [20.95, 12.54, 10.03], [21.69, 13.65, 10.54], [19.32, 10.13, 10.30], [19.55, 10.08, 8.90], [19.68, 8.93, 11.06], [17.84, 10.53, 10.82], [17.34, 11.81, 10.67], [17.89, 12.78, 9.84], [17.38, 14.03, 9.82], [16.26, 14.36, 10.62], [15.78, 13.36, 11.42], [16.24, 12.04, 11.45], [22.34, 15.18, 13.45], [22.92, 15.69, 11.85], [23.83, 14.49, 12.73], [21.49, 12.92, 13.82], [20.15, 10.97, 12.94], [20.90, 12.34, 9.00], [22.05, 14.34, 9.81], [18.74, 12.46, 9.28], [17.75, 14.90, 9.26], [15.76, 15.28, 10.71], [14.93, 13.45, 12.05], [15.89, 9.01, 16.51], [17.03, 9.87, 16.07], [18.28, 9.70, 16.67], [19.38, 10.61, 16.53], [19.23, 11.71, 15.67], [18.07, 11.82, 14.92], [18.06, 12.91, 13.86], [17.02, 10.90, 15.09], [15.85, 11.21, 14.36], [15.02, 12.06, 15.06], [15.32, 12.51, 16.48], [13.71, 12.31, 14.54], [12.74, 13.30, 15.13], [13.42, 11.72, 13.35], [12.03, 11.61, 13.01], [11.26, 10.78, 13.81], [11.73, 10.21, 15.11], [9.96, 10.48, 13.44], [9.39, 11.11, 12.35], [10.11, 12.04, 11.61], [11.47, 12.32, 11.91], [12.24, 13.35, 11.14], [15.06, 8.99, 15.79], [15.44, 9.38, 17.50], [16.19, 7.99, 16.74], [18.47, 8.87, 17.41], [20.37, 10.31, 17.02], [20.09, 12.35, 15.59], [19.12, 13.31, 13.94], [17.29, 13.72, 13.99], [17.97, 12.39, 12.94], [15.64, 11.63, 17.08], [14.54, 12.96, 17.07], [16.16, 13.20, 16.46], [13.12, 14.26, 14.82], [12.39, 13.31, 16.19], [11.78, 13.22, 14.55], [12.75, 9.87, 15.15], [11.10, 9.41, 15.36], [11.60, 10.96, 15.87], [9.42, 9.71, 13.95], [8.40, 10.87, 12.01], [9.61, 12.54, 10.75], [11.62, 13.57, 10.28], [13.27, 13.13, 10.81], [12.26, 14.24, 11.79], [13.51, 11.42, 8.32], [12.28, 10.89, 8.40], [11.96, 9.98, 9.41], [12.93, 9.68, 10.44], [14.09, 10.44, 10.51], [14.54, 11.04, 9.31], [12.55, 8.84, 11.59], [11.38, 8.12, 11.79], [11.19, 7.25, 12.89], [12.23, 7.08, 13.76], [13.45, 7.76, 13.65], [13.64, 8.72, 12.62], [13.69, 12.11, 7.45], [11.59, 11.27, 7.59], [10.99, 9.53, 9.52], [14.96, 12.02, 9.37], [10.53, 8.18, 11.11], [10.18, 6.92, 13.04], [12.04, 6.48, 14.66], [14.22, 7.66, 14.38], [16.42, 6.68, 13.94], [17.41, 7.28, 12.49], [15.53, 10.16, 8.66], [18.52, 7.95, 14.03], [15.77, 6.50, 11.69], [18.29, 5.55, 12.52], [16.34, 9.13, 12.92], [7.24, 12.95, 8.87], [8.08, 14.12, 7.57], [9.72, 14.64, 8.33], [6.88, 15.54, 7.63], [8.30, 13.26, 5.60], [7.03, 13.46, 9.84], [7.69, 11.96, 9.16], [6.26, 12.74, 8.41], [9.68, 14.85, 9.39], [10.06, 15.61, 7.83], [10.43, 13.91, 8.07], [6.43, 15.74, 8.55], [6.16, 15.06, 7.00], [7.22, 16.45, 7.13]],
  "charge": -2,
  "homo_energy_ev": [-1.8, -1.8],
  "orbital_gap_ev": [4.91, 1.90],
  "e_tot_ha": -6989.60497,
  "e_above_lowest_kcal_mol": 78.82,
  "spin_multiplicity": 3,
  "s_squared": 2.011
}